A cluster of 3 separate species, C9H20IN2O9PS2 in total. Source: OMol25; level of theory: wB97M-V/def2-TZVPD.

The HOMO-LUMO gap comes out at 8.3 eV. The calculation puts the LUMO energy at -0.0337 Ha. The spin multiplicity is 1. Its HOMO energy is -9.17 eV. As for the net charge: 0.

Each line ends with the Mulliken charge.
CARTESIAN COORDINATES (ANGSTROEM)
O  -3.233  -0.634  3.631  -0.543
S  -3.796  -0.396  2.205  0.731
O  -5.176  -1.091  2.129  -0.546
C  -2.604  -0.828  0.829  -0.278
C  -2.549  -2.412  0.416  -0.308
O  -1.867  -2.337  -0.918  -0.349
S  -3.028  -2.580  -2.189  1.050
O  -4.042  -1.411  -2.122  -0.530
O  -2.450  -2.995  -3.593  -0.504
O  -3.891  -3.806  -1.307  -0.398
C  -3.926  -3.234  0.078  0.224
P  -4.123  -4.772  1.258  0.138
O  -5.842  -5.172  1.425  -0.504
I  -3.458  -4.130  3.578  -0.024
H  -4.055  1.007  2.079  0.192
H  -1.514  -0.551  1.230  0.087
H  -2.770  -0.108  -0.106  0.356
H  -1.872  -3.161  1.007  0.420
H  -4.936  -2.639  0.040  0.390
H  -6.330  -4.287  1.380  0.360
C  0.213  1.663  -0.959  -0.011
O  -0.099  2.073  0.152  -0.598
N  1.028  0.581  -1.212  0.325
C  1.349  0.158  -2.559  -0.973
C  1.583  -0.158  -0.096  -0.601
H  -0.154  2.152  -1.876  0.363
H  1.006  -0.871  -2.698  0.328
H  2.434  0.205  -2.695  0.337
H  0.867  0.801  -3.299  0.307
H  0.763  -0.550  0.514  0.043
H  2.184  0.521  0.516  0.092
H  2.205  -0.983  -0.451  0.414
C  4.329  2.166  1.140  0.052
O  4.894  1.087  1.258  -0.614
N  4.780  3.227  0.384  0.120
C  4.050  4.475  0.296  -0.949
C  6.024  3.091  -0.346  -0.946
H  3.376  2.376  1.653  0.384
H  3.790  4.659  -0.751  0.332
H  4.688  5.284  0.663  0.358
H  3.135  4.439  0.893  0.309
H  5.936  2.254  -1.045  0.291
H  6.830  2.877  0.362  0.294
H  6.251  4.009  -0.896  0.378